1.
Density functional theory data (the ωB97M-V functional and the def2-TZVPD basis) for a cluster of 6 separate species, C61H69BClF6NO2S in total at a distorted geometry.

Cartesian coordinates (Å):
Cl 4.315 1.140 -4.512
S 1.159 1.508 0.461
F -4.435 2.060 -7.442
F 5.777 3.587 -3.287
F -5.781 0.013 0.212
F 5.923 6.460 7.018
F 3.323 -3.905 -3.855
F 1.792 -4.264 7.445
O 6.660 4.698 1.626
O 4.465 5.930 1.681
N 1.906 0.190 -2.443
C -3.394 0.979 1.633
C 4.692 3.125 -2.463
C 3.455 -4.563 10.649
C -0.593 -0.342 -3.081
C 2.280 7.304 5.317
C -4.600 -0.027 -3.706
C -7.465 -0.855 1.613
C -5.595 0.968 -9.178
C 5.519 -5.398 -6.317
C 5.309 5.190 -0.697
C 5.066 -2.931 -5.104
C -0.392 -2.384 4.293
C 4.513 -5.267 -5.364
C 0.477 0.255 -2.088
C -1.750 -1.506 4.479
C 3.308 3.378 -0.226
C -9.504 0.395 1.909
C 2.147 -2.314 4.899
C 2.707 -4.109 8.416
C 0.464 -4.107 -2.261
C 3.839 1.889 -2.929
C -0.103 -1.009 -4.470
C -5.129 2.133 -8.589
C 6.079 -3.065 -6.048
C -2.126 -0.331 -2.720
C -6.998 0.137 0.767
C -6.558 2.284 -10.953
C 3.836 -3.343 8.173
C 4.733 6.736 6.463
C 6.302 -4.299 -6.656
C -2.090 -0.865 3.035
C -4.664 0.964 -4.774
C 0.813 -2.334 -4.210
C 3.584 6.643 7.233
C 3.351 -2.300 3.807
C -6.080 3.446 -10.355
C 4.296 -4.034 -4.770
C -5.367 3.372 -9.163
C -9.027 1.384 1.052
C -0.084 -3.591 -3.698
C 3.440 7.389 4.552
C -2.034 1.581 1.015
C 2.505 -4.719 9.644
C 4.448 3.900 -1.141
C -3.036 0.434 3.126
C 4.780 -3.178 9.182
C -1.644 -4.279 -0.575
C -0.329 -3.431 -1.027
C -1.584 0.910 -0.369
C 4.674 7.109 5.129
C -6.319 1.044 -10.364
C 0.901 -1.394 4.379
C -2.612 0.309 -1.364
C -8.723 -0.723 2.192
C 4.590 -3.790 10.417
C 2.488 2.143 -0.673
C 2.675 1.364 -2.007
C 2.351 6.934 6.658
C -3.270 -0.953 -3.639
C -7.764 1.257 0.482
C -0.089 0.836 -0.765
B 5.536 5.264 0.927
H -2.567 -2.195 4.880
H 0.337 -3.338 -0.091
H -10.487 0.497 2.357
H 2.050 0.134 -3.462
H 4.640 6.102 -0.953
H 5.588 7.179 4.551
H -1.896 -4.018 0.521
H 0.489 -0.240 -5.104
H -3.868 0.142 1.027
H -3.709 0.329 -1.064
H -1.209 -3.355 -3.674
H -1.241 1.539 1.835
H -2.411 1.259 3.643
H 1.823 -3.416 4.978
H -6.695 0.139 -10.829
H 0.355 -5.242 -2.157
H 3.310 -5.043 11.611
H 4.212 5.248 2.355
H 1.181 -0.998 3.334
H -6.848 -1.723 1.815
H 5.691 -6.357 -6.794
H 6.267 5.324 -1.300
H -1.076 -0.491 2.618
H -1.542 -0.694 5.258
H 0.670 -0.558 5.130
H -1.465 -5.405 -0.635
H -9.095 -1.490 2.863
H -4.464 2.074 -4.591
H -6.264 4.411 -10.817
H 5.663 -2.573 9.004
H 3.980 -1.357 4.001
H 2.958 -2.264 2.723
H -7.118 2.342 -11.880
H 3.900 -6.115 -5.081
H 1.446 6.872 7.254
H -2.596 -1.617 2.322
H 7.089 -4.402 -7.396
H -7.373 2.020 -0.181
H 4.873 -1.977 -4.626
H 3.383 7.674 3.506
H 3.967 -3.262 3.927
H -2.485 -3.972 -1.296
H -4.120 1.857 1.805
H -9.638 2.252 0.830
H 3.972 -2.881 7.202
H 6.268 4.149 2.354
H 1.611 -5.310 9.809
H -0.965 -1.357 -5.129
H -0.360 -3.220 5.068
H 5.328 -3.666 11.203
H 1.656 -2.115 -3.472
H 1.317 7.527 4.868
H 0.086 -4.477 -4.423
H -2.972 -1.145 -4.724
H -4.893 0.604 -5.833
H -0.694 -2.377 -1.272
H 6.693 -2.211 -6.311
H 3.013 3.849 0.783
H -3.990 0.272 3.740
H 1.572 -3.857 -2.147
H 1.262 -2.626 -5.237
H -5.489 -0.134 -3.001
H -5.392 0.012 -8.709
H -0.385 -2.804 3.225
H -2.218 2.708 0.817
H 2.464 -1.924 5.923
H 3.658 6.346 8.272
H -4.995 4.267 -8.679
H -3.589 -1.946 -3.140

Cartesian forces, eV/Å:
Cl -0.85 0.70 1.94
S 0.16 -0.08 -1.98
F 0.08 0.12 -0.12
F -2.75 -1.29 1.85
F -0.14 -0.11 -0.27
F 0.13 -0.03 0.06
F 0.00 -0.08 0.10
F -0.09 -0.05 -0.03
O -2.79 -0.27 -0.63
O 1.38 -2.74 -0.61
N -0.71 2.78 1.19
C 0.58 0.39 1.63
C -1.45 -0.46 1.53
C 0.13 0.20 -0.26
C -1.21 0.74 1.57
C -0.05 -0.01 0.04
C 0.83 1.11 -1.53
C 0.17 -0.13 0.01
C 0.04 -0.14 0.11
C 0.03 0.31 0.08
C -0.69 0.52 -0.65
C -0.07 0.16 0.11
C -0.39 1.54 -0.35
C -0.14 -0.12 0.06
C -4.79 -0.45 0.40
C 0.73 -0.74 -0.90
C 0.41 -2.17 -3.47
C -0.04 0.03 0.00
C -0.07 0.19 -1.32
C 0.52 0.08 0.56
C -0.72 0.54 0.58
C -0.03 2.21 3.13
C 0.58 -0.15 0.70
C -0.40 0.08 -0.70
C -0.14 -0.33 0.00
C 1.78 1.92 2.42
C -0.84 0.09 0.37
C -0.03 -0.04 -0.04
C 0.00 0.06 -0.16
C -0.70 0.16 -0.32
C 0.04 0.03 -0.03
C -0.41 0.82 0.84
C 0.06 -1.33 1.06
C -0.93 0.12 -0.72
C 0.04 -0.05 0.18
C -0.22 0.20 0.76
C 0.00 -0.31 0.07
C 0.61 -0.07 -0.56
C 0.07 0.12 0.10
C 0.11 -0.31 0.15
C 1.27 -0.63 0.25
C -0.12 -0.04 0.25
C -0.53 0.28 -0.82
C -0.15 -0.09 0.00
C -1.43 -2.49 -0.38
C 0.56 0.15 -0.61
C -0.22 -0.19 0.14
C 0.56 0.70 -0.29
C -0.37 -0.51 0.67
C 0.88 -1.59 -2.84
C 0.19 -0.04 -0.06
C 0.07 0.34 0.06
C 0.07 -1.77 0.51
C 3.96 -0.07 -0.54
C 0.02 0.26 -0.18
C 0.02 -0.01 0.06
C 1.25 0.41 -1.78
C 2.96 2.93 0.28
C 0.22 0.04 -0.27
C -1.94 -1.09 -0.03
C 0.12 0.12 -0.13
C -0.67 -0.66 -1.85
B -0.27 0.26 0.55
H 0.84 1.09 -0.67
H -0.76 -0.19 -1.54
H 0.11 -0.02 -0.05
H -0.35 -0.30 0.60
H 1.05 -1.39 0.31
H -0.03 -0.02 0.04
H 0.13 -0.34 -1.85
H -0.87 -1.09 1.12
H 0.83 1.34 0.85
H 1.67 -0.09 -0.72
H 1.67 -0.26 0.06
H -0.82 -0.08 -1.45
H -1.14 -1.18 -0.61
H 0.31 1.84 0.15
H 0.07 0.08 0.07
H 0.14 1.51 -0.24
H -0.02 0.05 -0.11
H 0.18 1.33 -0.21
H -0.65 -0.32 1.73
H 0.00 0.07 -0.03
H -0.04 0.09 0.08
H -1.31 -0.58 0.74
H -1.67 -0.85 0.33
H -0.41 -1.01 -1.10
H 0.47 -1.07 -1.27
H -0.22 1.50 0.02
H 0.07 0.06 -0.09
H -2.15 -1.31 -0.08
H 0.03 -0.09 0.08
H -0.10 -0.07 -0.02
H -0.68 -1.55 -0.52
H 0.47 -0.07 1.78
H 0.07 0.00 0.11
H 0.00 0.07 0.01
H 0.12 -0.02 -0.03
H 1.07 0.96 1.12
H -0.09 0.01 0.08
H 0.01 -0.07 0.02
H -0.01 -0.07 0.02
H 0.07 -0.04 0.11
H -0.64 1.62 -0.20
H 0.97 -0.69 1.30
H 0.85 -1.51 -0.62
H 0.10 -0.07 0.01
H -0.03 -0.06 0.05
H 0.93 0.87 -0.50
H 0.05 0.03 -0.06
H 0.98 0.71 1.09
H 0.18 1.18 -1.06
H -0.08 -0.01 -0.09
H -1.23 -0.34 -1.08
H 0.11 -0.02 0.04
H -0.45 1.55 0.98
H -0.06 0.29 1.51
H 2.28 0.45 1.26
H 0.68 -1.35 0.20
H -0.09 -0.06 0.05
H 0.63 -0.69 -1.98
H 1.35 0.02 -0.87
H -1.50 -0.38 -0.37
H -0.52 0.57 1.72
H 2.18 0.99 0.38
H 0.00 0.07 0.00
H -0.14 0.19 1.63
H 0.44 -1.77 0.17
H -0.19 -0.74 -1.44
H 0.04 0.03 -0.06
H 0.01 -0.08 0.00
H 0.77 1.25 -0.86

Properties
**Molar mass**: 1040.5 Da
**Electronic energy**: -110287.46999 eV
**Spin multiplicity**: 1
**SMILES**: C=CCc1cc(CCCCCCCCC)c2c(c1CCCCCC)Nc1c(cc(CB(O)O)c(F)c1Cl)S2.Fc1ccccc1.Fc1ccccc1.Fc1ccccc1.Fc1ccccc1.Fc1ccccc1
**Strongest force on any atom**: 4.8 eV/Å
**Frontier orbital gap**: 7.13 eV

2.
Density functional theory data (the ωB97M-V functional and the def2-TZVPD basis) for a cluster of 5 separate species, C7H18N4O11 in total at a distorted geometry.

Cartesian coordinates (Å):
O 13.473 -9.555 8.341
O 13.052 -9.495 10.452
O 18.377 -14.777 18.231
O 12.194 -7.519 15.466
O 15.867 -11.080 9.783
O 17.408 -10.065 10.903
O 15.075 -10.672 14.443
O 14.016 -11.509 12.798
O 14.244 -7.964 15.960
O 17.162 -13.006 17.993
O 15.791 -12.641 13.583
N 16.955 -11.026 10.313
N 17.650 -14.048 17.595
N 13.234 -7.302 16.048
N 12.826 -9.854 9.325
C 17.282 -14.456 16.219
C 17.865 -12.183 10.159
C 13.255 -6.124 16.969
C 16.143 -10.667 15.372
C 13.756 -12.527 11.849
C 15.034 -11.689 13.610
C 11.676 -10.797 9.112
H 17.884 -15.280 15.863
H 17.316 -13.582 15.579
H 17.359 -12.965 9.608
H 18.716 -11.837 9.573
H 16.113 -9.745 15.934
H 13.096 -13.290 12.261
H 18.233 -12.459 11.140
H 16.245 -14.785 16.307
H 11.173 -10.860 10.072
H 12.779 -5.310 16.437
H 16.087 -11.533 16.041
H 14.266 -5.948 17.303
H 17.115 -10.774 14.879
H 14.666 -12.920 11.405
H 12.020 -11.738 8.710
H 11.011 -10.275 8.428
H 12.621 -6.407 17.810
H 13.215 -12.033 11.045

Cartesian forces, eV/Å:
O -0.18 0.09 0.02
O -0.06 0.26 0.35
O 0.06 0.00 0.15
O 0.00 0.01 0.02
O -0.14 -0.12 0.14
O -0.23 -0.18 0.09
O -0.04 0.41 0.07
O -0.49 0.23 -0.18
O 0.07 -0.05 0.03
O 0.13 -0.15 0.06
O -0.02 0.33 0.14
N 0.31 0.47 -0.23
N 0.13 0.12 -0.13
N 0.07 0.11 0.05
N 0.35 -0.69 -0.57
C -0.67 -0.06 -0.15
C 0.44 -0.08 -0.31
C -0.50 -0.37 0.09
C 0.88 -0.85 0.34
C -0.33 0.20 -0.75
C 0.49 -0.67 0.05
C -0.48 1.09 0.39
H 0.28 0.05 0.20
H 0.02 0.00 -0.05
H -0.14 -0.10 0.26
H -0.07 0.12 0.04
H -0.25 0.13 -0.06
H 0.31 -0.17 0.17
H -0.20 -0.16 0.08
H 0.02 0.07 -0.15
H 0.10 -0.37 0.00
H 0.18 0.15 0.01
H -0.28 0.25 0.07
H 0.13 0.11 -0.15
H -0.18 0.26 -0.21
H 0.04 -0.24 0.32
H 0.18 -0.05 -0.04
H 0.08 -0.24 -0.23
H 0.04 0.04 -0.02
H -0.04 0.07 0.08

Properties
**Molar mass**: 334.2 Da
**Electronic energy**: -36022.24497 eV
**Spin multiplicity**: 1
**SMILES**: C[N+](=O)[O-].C[N+](=O)[O-].C[N+](=O)[O-].C[N+](=O)[O-].COC(=O)OC
**Strongest force on any atom**: 1.3 eV/Å
**Frontier orbital gap**: 11.23 eV

3.
Density functional theory data (the ωB97M-V functional and the def2-TZVPD basis) for an isolated molecule of C5H12N4.

Cartesian coordinates (Å):
N 1.796 -0.435 -1.628
N -0.061 -0.275 -0.220
N 0.494 1.118 -0.082
N 0.154 -2.180 -1.548
C 0.643 -0.141 1.149
C -0.488 2.121 0.245
C 0.655 -1.055 -1.239
C -1.508 -0.561 -0.190
C -0.016 -0.203 2.335
H 0.722 -2.684 -2.224
H 0.052 3.068 0.198
H -1.065 0.008 2.468
H -1.635 -1.576 0.177
H 1.832 0.555 -1.386
H 1.678 -0.435 1.068
H -1.909 -0.475 -1.196
H -1.999 0.134 0.479
H -0.892 2.016 1.266
H 0.570 -0.385 3.223
H 2.295 -0.791 -2.425
H -1.317 2.176 -0.470

Cartesian forces, eV/Å:
N -0.10 0.05 0.06
N 0.22 0.20 0.73
N 0.11 0.02 -0.10
N 0.03 0.24 0.08
C -0.35 -0.24 -0.50
C -0.09 -0.16 -0.04
C 0.05 -0.15 -0.01
C 0.16 0.06 0.00
C -0.04 0.05 -0.13
H 0.02 0.08 0.02
H -0.03 -0.06 0.00
H -0.05 -0.04 -0.06
H 0.01 0.02 -0.03
H -0.01 -0.13 -0.05
H 0.00 0.02 -0.07
H 0.01 -0.01 0.01
H 0.06 0.04 0.02
H 0.01 -0.04 0.00
H 0.05 0.05 -0.04
H -0.07 -0.01 0.06
H 0.01 0.00 0.05

Properties
**Molar mass**: 128.2 Da
**Electronic energy**: -11335.67726 eV
**Spin multiplicity**: 1
**Energy above the lowest of the compared OMol25 structures with the same formula, charge and spin**: 438.43 kJ/mol
**Strongest force on any atom**: 0.8 eV/Å
**Frontier orbital gap**: 7.59 eV

4.
Density functional theory data (the ωB97M-V functional and the def2-TZVPD basis) for a cluster of 2 separate species, C6H6Br2O5 in total at a distorted geometry.

Cartesian coordinates (Å):
Br -1.716 1.775 4.643
Br -0.999 -2.501 2.653
O 1.937 0.431 4.208
O 0.617 2.484 1.661
O -0.682 -0.164 1.098
O 1.337 2.490 4.851
O -0.995 3.689 2.694
C -0.376 -0.561 2.324
C -0.592 -1.944 -0.686
C 1.191 1.382 4.270
C -0.139 1.673 3.643
C -0.178 2.793 2.544
C 0.112 -0.598 -0.068
H 0.009 0.281 -0.660
H 1.095 -0.834 0.231
H -1.415 -2.041 0.128
H 0.017 -2.796 -0.742
H 0.690 -0.753 2.552
H -0.902 -1.719 -1.639

Cartesian forces, eV/Å:
Br -0.36 -0.64 1.00
Br -0.55 -0.77 0.45
O 0.21 -1.18 -0.31
O 1.00 0.50 -1.31
O 0.30 -0.37 -1.41
O 0.21 0.30 0.37
O -0.40 1.11 -0.19
C 1.42 1.67 1.33
C -0.58 2.91 4.13
C -0.05 1.20 0.68
C -0.87 -0.76 -0.83
C 0.06 -1.80 0.19
C -2.53 -1.79 0.83
H 0.37 0.32 -0.95
H 1.31 0.14 0.43
H 1.05 -0.44 -2.04
H 1.03 -1.15 0.38
H -0.31 0.26 -0.52
H -1.31 0.47 -2.23

Properties
**Molar mass**: 317.9 Da
**Total charge**: -2
**Electronic energy**: -156637.94535 eV
**Spin multiplicity**: 1
**Energy above the lowest of the compared OMol25 structures with the same formula, charge and spin**: 205.23 kJ/mol
**Strongest force on any atom**: 5.1 eV/Å
**Frontier orbital gap (alpha / beta)**: 5.64 / 5.27 eV

Look up the strongest force on any atom of the third one.
0.8 eV/Å

The highest molar mass belongs to which entry?
C61H69BClF6NO2S

Among the records above, which one has the lowest strongest force on any atom?
C5H12N4

What did the fourth record say?
Density functional theory data (the ωB97M-V functional and the def2-TZVPD basis) for a cluster of 2 separate species, C6H6Br2O5 in total at a distorted geometry.

Cartesian coordinates (Å):
Br -1.716 1.775 4.643
Br -0.999 -2.501 2.653
O 1.937 0.431 4.208
O 0.617 2.484 1.661
O -0.682 -0.164 1.098
O 1.337 2.490 4.851
O -0.995 3.689 2.694
C -0.376 -0.561 2.324
C -0.592 -1.944 -0.686
C 1.191 1.382 4.270
C -0.139 1.673 3.643
C -0.178 2.793 2.544
C 0.112 -0.598 -0.068
H 0.009 0.281 -0.660
H 1.095 -0.834 0.231
H -1.415 -2.041 0.128
H 0.017 -2.796 -0.742
H 0.690 -0.753 2.552
H -0.902 -1.719 -1.639

Cartesian forces, eV/Å:
Br -0.36 -0.64 1.00
Br -0.55 -0.77 0.45
O 0.21 -1.18 -0.31
O 1.00 0.50 -1.31
O 0.30 -0.37 -1.41
O 0.21 0.30 0.37
O -0.40 1.11 -0.19
C 1.42 1.67 1.33
C -0.58 2.91 4.13
C -0.05 1.20 0.68
C -0.87 -0.76 -0.83
C 0.06 -1.80 0.19
C -2.53 -1.79 0.83
H 0.37 0.32 -0.95
H 1.31 0.14 0.43
H 1.05 -0.44 -2.04
H 1.03 -1.15 0.38
H -0.31 0.26 -0.52
H -1.31 0.47 -2.23

Properties
**Molar mass**: 317.9 Da
**Total charge**: -2
**Electronic energy**: -156637.94535 eV
**Spin multiplicity**: 1
**Energy above the lowest of the compared OMol25 structures with the same formula, charge and spin**: 205.23 kJ/mol
**Strongest force on any atom**: 5.1 eV/Å
**Frontier orbital gap (alpha / beta)**: 5.64 / 5.27 eV